14 unconnected molecules or ions with the total composition C42H80O42 in a non-equilibrium geometry. Source: the Open Molecules 2025 dataset; level of theory: ωB97M-V/def2-TZVPD.

Structure (XYZ):
```
164
Properties=species:S:1:pos:R:3:lowdin_charge:R:1
O 10.86351 -20.53716 -5.20441 0.101
O 7.17498 -18.78844 -10.02885 0.109
O 5.20355 -17.17042 -0.64664 0.002
O 7.71397 -12.68637 -2.25453 -0.005
O 2.09195 -19.97565 -6.81456 0.017
O 6.05940 -13.09390 -0.64289 0.059
O 8.23022 -10.60747 -5.03007 -0.021
O 3.64890 -17.16272 0.99829 0.130
O 10.27265 -23.85983 -4.51108 -0.001
O 6.41374 -11.04829 -1.71117 -0.015
O 4.98755 -23.68883 -10.40149 0.088
O 6.68535 -11.56911 -6.30876 -0.033
O 3.59211 -13.84549 -8.06582 0.115
O 6.73936 -25.20961 -10.52042 -0.001
O 0.47827 -20.37349 -5.42201 -0.018
O 11.07489 -20.86554 -2.97817 0.036
O 5.71950 -16.86322 -5.99379 0.023
O 8.47902 -20.00202 -8.47642 0.021
O 9.43572 -17.47223 -0.91482 -0.013
O 6.44836 -24.18800 -8.66961 -0.018
O 6.56992 -18.71325 -6.11863 0.040
O 4.65748 -14.75352 -9.90718 0.086
O 3.56470 -16.10446 -8.44640 0.022
O 0.88527 -24.15480 -4.87612 -0.029
O 9.29099 -18.27750 -9.60325 0.123
O 8.29066 -16.18777 0.37739 -0.020
O 9.95634 -16.06253 -4.08812 0.003
O 3.06927 -23.41848 -4.72940 -0.058
O 8.37046 -22.73615 -5.15259 0.062
O 5.79565 -17.85501 1.33226 -0.030
O 2.19554 -19.01842 -4.67759 0.116
O 10.32389 -16.98941 1.11549 0.098
O 2.08336 -24.36498 -2.83878 0.088
O 0.89430 -16.18162 -5.16177 0.006
O 9.95863 -23.34416 -6.64248 -0.002
O 6.15930 -9.64757 -5.16930 0.084
O 10.09998 -16.71864 -6.26799 0.125
O 8.80293 -15.00661 -5.60429 0.019
O 0.08800 -16.71270 -3.22174 -0.007
O 12.89902 -20.79026 -4.20430 -0.008
O 6.63609 -17.66679 -4.14406 0.143
O 2.03173 -15.55941 -3.28057 0.101
C 8.22786 -18.97090 -9.40299 -0.493
C 1.96685 -23.98418 -4.01931 -0.445
C 0.12737 -16.69009 -1.81588 -0.054
C 9.73377 -19.73103 -7.91885 -0.155
C 10.33558 -18.85208 -8.97211 -0.156
C 5.40604 -15.63682 -5.35060 -0.014
C 8.79900 -9.56867 -4.19798 -0.014
C 11.55086 -20.73039 -4.20888 -0.555
C 5.37809 -10.41982 -0.93427 -0.033
C 6.38283 -17.74145 -5.31803 -0.671
C 1.08736 -16.08141 -3.85935 -0.585
C 4.32106 -16.91498 -9.32935 -0.126
C 6.66581 -12.34710 -1.47705 -0.506
C 11.49831 -24.48426 -4.78126 -0.027
C 10.77733 -17.14447 -3.66474 -0.042
C 3.88141 -14.78657 -8.79304 -0.448
C 5.94553 -24.32458 -9.89912 -0.540
C 6.96533 -10.52983 -5.48786 -0.534
C 8.29947 -13.98330 -2.37508 -0.012
C 8.32303 -14.71677 -6.85159 -0.057
C 13.66676 -20.80962 -5.38853 -0.040
C 9.72118 -20.98527 -2.82657 -0.074
C -0.28313 -24.79783 -4.35135 -0.056
C 1.73191 -15.46606 -6.05476 -0.031
C 9.68745 -15.96170 -5.41401 -0.555
C 4.76651 -17.38507 0.58924 -0.564
C 9.22504 -22.86847 -7.85317 0.019
C 9.39161 -16.92148 0.29507 -0.556
C 5.44627 -11.83833 -6.92134 -0.046
C 9.46312 -23.30587 -5.40356 -0.548
C 5.73986 -23.31765 -7.82604 -0.054
C 8.00471 -15.49319 1.52697 -0.057
C 7.05614 -19.90015 -5.66485 -0.061
C 4.85143 -15.98252 -10.43217 -0.152
C 4.19774 -22.97793 -3.97626 -0.059
C 6.46221 -25.52985 -11.87938 -0.048
C 5.59000 -18.17379 2.67592 -0.074
C 3.38104 -19.37061 -7.15680 -0.012
C 4.29623 -16.96611 -1.69570 -0.040
C 0.01547 -20.71868 -4.15566 -0.051
C 8.22389 -17.80921 -1.59057 -0.041
C 1.66947 -19.71989 -5.53924 -0.514
H 5.57880 -10.41277 0.13707 0.097
H 9.79118 -22.42791 -8.67384 0.099
H 5.07967 -17.41355 -8.72598 0.112
H 4.45345 -16.12234 -11.43724 0.135
H 7.68360 -14.62199 -3.00823 0.080
H 5.15510 -12.80553 -6.51164 0.065
H 4.77393 -23.77818 -7.61866 0.108
H 9.02268 -20.56443 -3.54982 0.075
H 6.74152 -26.56942 -12.05082 0.095
H 11.32442 -25.20890 -5.57672 0.099
H 4.81821 -22.37962 -4.64345 0.077
H 5.66367 -22.29627 -8.19897 0.103
H 9.14407 -14.66223 -7.56645 0.108
H 3.65640 -19.28712 -8.20814 0.079
H 1.35774 -15.59161 -7.07080 0.098
H 7.67911 -16.93377 -1.94402 0.081
H 4.73282 -23.84379 -3.58630 0.095
H 13.42472 -19.82018 -5.77652 0.094
H 5.63073 -12.02994 -7.97839 0.090
H 8.47238 -9.81611 -3.18794 0.087
H 7.33754 -20.68166 -6.37066 0.078
H 11.76904 -17.22322 -4.11017 0.098
H 7.45962 -16.11208 2.23968 0.087
H 5.33951 -17.34204 3.33436 0.101
H 5.89910 -16.20602 -10.63350 0.128
H -0.07258 -15.65910 -1.52402 0.097
H 3.30518 -17.40885 -1.59624 0.087
H 14.74019 -20.81715 -5.19935 0.100
H 6.42839 -20.20907 -4.82902 0.112
H 4.73628 -18.85107 2.69959 0.094
H 9.68988 -19.16340 -6.98936 0.110
H 7.48904 -18.26842 -0.92934 0.093
H 8.45627 -18.58733 -2.31763 0.067
H 7.73612 -13.81591 -7.03074 0.093
H -0.31891 -19.79696 -3.67950 0.095
H -1.08467 -24.70756 -5.08448 0.095
H 10.95106 -18.05702 -8.55119 0.134
H 6.21896 -23.18414 -6.85613 0.077
H 8.38703 -22.22159 -7.59361 0.062
H -0.59456 -24.39835 -3.38619 0.093
H 3.46695 -18.33034 -6.84285 0.074
H 8.69506 -23.71007 -8.29919 0.087
H 9.48046 -22.04832 -2.83464 0.095
H 13.35607 -21.55325 -6.12242 0.092
H 4.22677 -19.90508 -6.72416 0.085
H -0.15706 -25.86605 -4.17493 0.093
H 7.63349 -15.49197 -7.18577 0.093
H 3.70119 -17.72944 -9.70419 0.126
H 8.86019 -15.12925 2.09600 0.101
H -0.79064 -17.19925 -1.52244 0.096
H 9.28960 -14.06774 -2.82297 0.092
H 0.84533 -21.16916 -3.61115 0.096
H 3.95242 -22.38262 -3.09676 0.095
H 10.25865 -20.67113 -7.74908 0.106
H 6.37838 -18.80133 3.09156 0.099
H 4.68330 -15.82282 -4.55615 0.089
H 9.86934 -9.45922 -4.37265 0.095
H 11.01171 -19.31145 -9.69317 0.139
H 6.22854 -15.13407 -4.84182 0.091
H 11.13496 -16.99183 -2.64646 0.099
H 2.64296 -16.06292 -6.09767 0.068
H 10.34582 -18.14125 -3.75603 0.084
H 4.73236 -11.01678 -6.86220 0.106
H 5.41465 -25.44837 -12.16934 0.091
H 8.01577 -19.74328 -5.17230 0.079
H 9.50677 -20.54552 -1.85253 0.104
H 1.93381 -14.44960 -5.71691 0.109
H 4.15537 -15.88989 -1.79574 0.095
H 8.27752 -8.63673 -4.41627 0.088
H 6.93660 -24.83213 -12.56948 0.096
H 4.42962 -10.91028 -1.15327 0.095
H 4.91737 -14.91919 -6.00962 0.077
H 7.42625 -14.60045 1.28927 0.095
H 12.19063 -23.75628 -5.20413 0.091
H 8.31250 -14.46397 -1.39687 0.083
H 11.82957 -25.01689 -3.88982 0.108
H 5.15187 -9.40053 -1.24726 0.092
H 4.71516 -17.22933 -2.66694 0.074
H 1.01812 -16.98113 -1.25915 0.090
H -0.79635 -21.43923 -4.25485 0.097
```

As for the lowest unoccupied orbital energy: 0.24 eV. The molar mass is 1257.060 g/mol. Its electronic energy is -4808.3366 Eh.

=====

A molecular structure, C6H8AuO6 in a non-equilibrium geometry. Source: the Open Molecules 2025 dataset; level of theory: ωB97M-V/def2-TZVPD.

Structure (XYZ):
```
21
Properties=species:S:1:pos:R:3:nbo_charge:R:1
Au 1.91087 -0.11206 1.20740 0.678
O 2.95716 -0.97157 4.90751 -0.471
O 0.51304 0.90568 0.44346 -0.574
O -0.87344 -0.40869 -0.60795 -0.480
O 0.57938 -1.17934 1.73190 -0.736
O 1.16896 0.14990 4.29193 -0.487
O 2.42300 0.91421 5.98340 -0.570
C 2.45060 -1.73053 3.79780 -0.149
C 0.21062 -0.28393 0.16504 0.618
C -2.62667 -1.64369 -1.66876 -0.628
C -1.25313 -1.71887 -1.04077 -0.073
C 1.19877 -0.99541 3.32727 0.233
C 2.18184 0.09072 5.13241 0.965
H -3.38220 -1.34488 -0.92953 0.220
H -1.24809 -2.39913 -0.17785 0.193
H -0.51150 -2.08237 -1.76692 0.186
H 0.33139 -1.55190 3.73170 0.201
H -2.64454 -0.92284 -2.49752 0.222
H 2.23749 -2.75435 4.12933 0.210
H -2.89932 -2.63030 -2.06811 0.224
H 3.26315 -1.82519 3.06545 0.219
```

As for the lowest unoccupied orbital energy (alpha / beta): -0.46 / -1.76 eV. The molar mass is 373.091 g/mol. As for the spin multiplicity: 4. The expectation value of S² is 3.760. Its electronic energy is -820.1303 Eh.

=====

Question: Number 1 is which compound?
Answer: C42H80O42

=====

Question: Among the records above, which one has the lowest electronic energy?
Answer: C42H80O42

=====

Question: electronic energy of number 1 (C42H80O42)?
Answer: -4808.3366 Eh